61
Properties=species:S:1:pos:R:3:forces:R:3 method="wB97M-V/def2-TZVPD" fmax_ev_per_a=4.02 e_homo_ev="-13.165 / -13.166" energy_ev=-54495.64286 charge=+2 de_lowest_kcal_mol=4.96 s_squared=2.0176 multiplicity=3
C 0.190 -3.325 0.643 0.81 -0.05 -0.76
C -0.220 -2.526 -0.481 0.30 -0.55 -0.42
C 0.961 -1.915 -1.041 0.11 -1.22 -0.17
H -1.237 -2.464 -0.864 0.36 0.08 0.07
C 2.096 -2.327 -0.262 -0.32 -0.91 -0.05
C 1.628 -3.202 0.776 -0.29 -0.60 -1.41
H 2.250 -3.752 1.477 -0.13 0.40 0.02
H -0.459 -3.982 1.211 0.06 0.33 -0.04
H 0.996 -1.315 -1.945 -0.02 0.15 0.24
H 3.134 -2.064 -0.462 -0.35 0.02 0.17
Mo 0.641 -1.180 1.025 -1.12 2.93 2.50
C -0.721 0.332 0.292 0.05 -2.21 1.71
H 0.239 0.362 -0.319 -0.61 0.18 0.07
H -0.858 1.169 0.977 0.32 -0.14 -0.17
H -1.646 0.016 -0.203 0.60 0.28 0.03
Si -0.868 1.631 -2.025 -0.38 1.99 -1.40
C -2.562 2.305 -2.387 -0.29 -0.41 0.14
C -3.468 1.370 -2.921 -0.31 0.36 0.07
H -3.154 0.334 -3.080 -0.11 0.30 0.02
C -4.773 1.748 -3.241 0.03 0.09 0.04
H -5.475 1.005 -3.627 0.22 0.28 0.07
C -5.183 3.069 -3.042 0.31 -0.14 0.25
H -6.212 3.354 -3.261 0.31 -0.01 0.00
C -4.286 4.009 -2.514 0.24 -0.09 -0.06
H -4.613 5.041 -2.362 0.12 -0.35 -0.04
C -2.973 3.636 -2.186 -0.45 -0.28 -0.16
H -2.281 4.378 -1.777 -0.25 -0.23 -0.12
C 0.267 2.022 -3.441 0.61 0.58 -0.13
C -0.264 2.564 -4.625 0.24 -0.46 -0.31
H -1.167 3.179 -4.599 0.12 -0.46 0.00
C 0.353 2.292 -5.855 0.32 0.07 0.24
H -0.077 2.672 -6.784 0.11 -0.13 0.32
C 1.534 1.540 -5.891 -0.11 0.24 0.18
H 1.998 1.290 -6.847 -0.16 0.08 0.31
C 2.166 1.177 -4.696 0.10 0.21 0.30
H 3.140 0.686 -4.719 -0.24 0.16 -0.06
C 1.560 1.462 -3.467 -0.53 -0.16 -0.89
H 2.063 1.235 -2.525 -0.01 -0.28 -0.16
H -0.915 0.164 -2.217 -0.04 -0.12 0.35
H -0.412 2.243 -0.718 0.15 0.02 -0.70
N 1.257 -0.699 5.133 -0.34 0.79 -0.99
C 0.930 -2.039 5.340 0.59 0.14 -0.38
C 1.173 -2.806 6.467 -0.25 -0.65 0.30
C 1.119 -4.198 6.316 -0.13 0.69 0.14
C 0.816 -4.764 5.066 -0.17 0.40 -0.57
C 0.583 -3.962 3.938 -0.25 -0.34 0.14
C 0.631 -2.573 4.081 0.66 0.24 0.26
N 0.747 -1.523 3.139 0.46 0.70 -0.38
C 1.157 -0.412 3.807 0.18 -1.94 1.28
C 1.656 0.750 3.104 0.84 1.60 -0.89
C 2.117 1.972 3.549 -0.58 -0.61 -0.46
S 2.531 3.023 2.222 -0.21 -1.68 0.31
C 2.186 1.745 1.114 -0.44 -1.06 1.71
N 1.748 0.613 1.716 0.02 1.39 -0.52
H 1.575 -0.050 5.844 -0.10 -0.18 -0.12
H 1.392 -2.304 7.409 0.09 -0.37 -0.12
H 1.322 -4.851 7.167 -0.10 0.29 -0.28
H 0.770 -5.852 4.970 0.05 0.42 -0.02
H 0.385 -4.404 2.965 0.06 -0.08 0.42
H 2.176 2.244 4.593 0.04 0.43 -0.16
H 2.338 1.857 0.041 -0.17 -0.10 0.29

61
Properties=species:S:1:pos:R:3:forces:R:3 method="wB97M-V/def2-TZVPD" fmax_ev_per_a=3.02 e_homo_ev=-7.438 energy_ev=-41201.58611 smiles="COc1ccc(CC2(C3c4ccccc4N(C)c4ccccc43)C(=O)OC(C)(C)OC2=O)cc1" de_lowest_kcal_mol=21.72
C -3.058 4.527 3.734 0.05 -0.94 0.04
O -3.037 3.098 4.003 -0.15 0.36 -0.16
C -2.522 2.206 3.110 0.96 -0.43 -0.69
C -2.493 0.832 3.480 -0.24 1.04 0.00
C -1.909 -0.125 2.662 0.01 -0.15 -0.60
C -1.313 0.202 1.420 0.23 0.73 0.70
C -0.464 -0.804 0.615 0.60 -0.24 -0.30
C -1.192 -1.550 -0.549 -0.86 1.87 2.22
C -1.889 -0.442 -1.323 -0.22 0.99 -1.69
O -1.489 0.686 -1.507 -0.37 -1.54 0.37
O -2.959 -0.875 -2.051 -0.30 0.41 0.57
C -3.935 -1.667 -1.353 0.76 -0.45 -0.48
C -4.639 -0.803 -0.315 -0.06 -0.21 -0.29
C -4.716 -2.346 -2.463 -0.14 0.02 0.13
O -3.257 -2.744 -0.675 -0.44 0.39 0.58
C -2.254 -2.348 0.166 -0.74 -1.66 0.87
O -2.205 -2.771 1.304 -0.04 0.69 -1.72
C -1.330 1.573 1.093 -0.13 -0.31 -0.29
C -1.924 2.558 1.877 -0.40 -0.10 0.89
H -3.601 4.937 4.589 0.11 0.01 -0.23
H -2.044 4.952 3.706 -0.20 -0.23 -0.06
H -3.594 4.762 2.804 0.15 -0.14 0.20
H -2.921 0.558 4.444 0.07 0.01 -0.27
H -1.954 -1.173 2.958 0.15 0.32 0.08
H 0.377 -0.272 0.140 -0.11 -0.17 0.48
H -0.108 -1.593 1.300 0.16 0.53 -0.28
H -3.880 -0.443 0.400 -0.34 0.02 -0.12
H -5.114 0.058 -0.800 0.07 -0.23 0.16
H -5.375 -1.412 0.224 0.14 0.23 -0.11
H -4.006 -2.938 -3.046 -0.01 0.08 0.09
H -5.465 -3.025 -2.056 -0.04 0.14 0.04
H -5.174 -1.618 -3.133 -0.04 0.03 0.21
H -0.927 1.891 0.138 0.19 -0.05 0.31
H -1.884 3.602 1.549 -0.05 -0.42 0.12
C -1.841 -4.705 -5.000 -0.06 -0.07 -0.02
N -1.529 -3.951 -3.788 -0.61 -0.19 -0.48
C -1.028 -2.670 -3.987 0.39 0.30 -0.15
C -0.980 -2.152 -5.290 0.04 -0.05 -0.27
C -0.340 -0.953 -5.560 0.15 0.10 0.49
C 0.262 -0.238 -4.517 -0.16 0.16 -0.19
C 0.163 -0.710 -3.212 0.20 -0.39 -0.50
C -0.479 -1.925 -2.937 0.48 -0.10 -0.54
C -0.434 -2.478 -1.537 0.98 -0.17 -0.13
C -0.864 -3.923 -1.448 0.35 -0.59 -0.17
C -1.378 -4.600 -2.567 0.25 -0.50 0.25
C -1.657 -5.974 -2.465 0.02 -0.13 0.02
C -1.371 -6.686 -1.311 0.17 0.50 0.15
C -0.807 -6.023 -0.217 -0.17 -0.10 0.16
C -0.586 -4.647 -0.281 0.10 -0.46 -0.33
H -2.193 -5.712 -4.780 0.07 0.44 -0.07
H -2.636 -4.206 -5.572 0.23 -0.14 0.15
H -0.941 -4.794 -5.631 -0.28 0.00 0.09
H -1.391 -2.733 -6.115 0.16 0.43 0.27
H -0.291 -0.608 -6.590 0.04 0.04 0.23
H 0.801 0.690 -4.716 -0.22 -0.28 0.04
H 0.621 -0.135 -2.402 -0.15 -0.32 -0.29
H 0.657 -2.514 -1.312 -0.67 0.47 0.52
H -2.053 -6.521 -3.319 0.12 0.13 0.52
H -1.565 -7.757 -1.301 0.07 0.22 0.14
H -0.548 -6.578 0.688 -0.12 0.23 -0.29
H -0.153 -4.141 0.588 -0.14 -0.13 -0.40

68
Properties=species:S:1:pos:R:3:forces:R:3 method="wB97M-V/def2-TZVPD" fmax_ev_per_a=0.87 e_homo_ev="-12.877 / -12.877" energy_ev=-226754.14211 charge=+2 de_lowest_kcal_mol=16.39
Os 0.540 0.362 -0.266 0.18 0.36 -0.77
C 2.854 -1.687 -1.998 0.00 0.01 0.01
C 1.417 -1.886 -2.368 0.10 -0.04 -0.01
C 1.125 -2.701 -3.489 -0.01 -0.03 0.02
C -0.158 -2.941 -3.873 -0.02 0.02 0.02
C -1.223 -2.382 -3.128 0.04 -0.03 -0.06
C -2.602 -2.581 -3.386 0.01 0.01 0.01
Br -3.152 -3.640 -4.841 0.01 0.00 0.00
C -3.547 -2.012 -2.577 0.00 0.03 0.04
C -3.165 -1.218 -1.480 -0.06 -0.01 -0.05
Br -4.472 -0.512 -0.329 0.00 0.00 0.01
C -1.840 -0.966 -1.215 0.07 0.00 0.16
O -1.408 -0.289 -0.151 -0.34 -0.28 0.03
C -0.867 -1.564 -2.046 -0.01 0.00 -0.01
N 0.438 -1.312 -1.689 -0.20 0.01 0.13
H 3.409 -2.604 -2.190 0.01 0.01 -0.04
H 2.981 -1.416 -0.955 -0.02 -0.03 -0.01
H 3.294 -0.906 -2.625 0.00 0.02 0.03
H 1.954 -3.134 -4.031 0.00 0.00 0.00
H -0.373 -3.565 -4.730 0.00 0.00 -0.01
H -4.598 -2.174 -2.770 0.00 0.00 0.00
Cl 0.044 1.581 -2.394 0.01 0.01 0.27
C 1.569 2.397 -2.685 0.07 0.04 0.01
C 1.664 3.173 -3.820 -0.07 -0.04 0.01
C 2.856 3.842 -4.060 0.04 0.01 0.01
C 3.919 3.735 -3.177 -0.01 0.01 -0.01
C 3.798 2.952 -2.040 -0.02 -0.01 -0.01
Cl 5.136 2.840 -0.964 0.00 -0.01 0.00
C 2.610 2.257 -1.769 0.06 0.03 -0.04
S 2.495 1.261 -0.319 0.12 0.01 -0.01
H 0.828 3.256 -4.500 0.00 0.00 0.00
H 2.956 4.455 -4.945 0.00 0.00 0.00
H 4.846 4.258 -3.363 0.00 0.00 0.01
C 0.780 1.040 3.776 0.06 0.22 0.12
N -0.620 0.555 3.956 0.01 0.04 0.03
C -1.279 1.283 5.083 -0.02 -0.04 -0.09
C -1.425 0.553 2.648 0.15 -0.02 0.02
C -1.270 1.828 1.880 -0.05 -0.08 -0.03
C -2.053 2.911 2.282 0.00 -0.03 -0.03
C -1.899 4.167 1.721 0.01 -0.03 -0.01
C -0.928 4.337 0.750 -0.04 -0.02 0.04
C -0.203 3.245 0.297 0.14 -0.04 0.07
C -0.364 1.952 0.812 -0.06 0.04 0.11
H 1.305 0.924 4.721 0.00 0.01 0.03
H 0.744 2.087 3.488 -0.02 0.03 0.05
H 1.260 0.454 2.997 -0.14 0.28 0.38
H -0.565 -0.424 4.234 0.01 -0.01 -0.01
H -1.252 2.346 4.871 -0.02 0.05 -0.03
H -0.727 1.074 5.996 0.01 0.02 0.00
H -2.306 0.941 5.180 -0.01 -0.01 0.00
H -2.457 0.354 2.935 0.00 0.01 -0.01
H -1.032 -0.289 2.092 -0.07 0.27 0.17
H -2.822 2.758 3.029 0.01 -0.01 0.08
H -2.523 4.991 2.037 0.01 0.00 0.01
H -0.749 5.313 0.317 -0.01 0.00 -0.01
H 0.537 3.441 -0.465 0.00 -0.02 -0.14
S 1.391 -1.071 1.407 0.03 -0.52 -0.18
C 0.403 -2.478 1.510 0.26 -0.06 -0.05
N -0.913 -2.536 1.397 -0.16 -0.06 -0.01
C -1.398 -3.920 1.450 -0.03 -0.03 0.00
C -0.159 -4.680 1.969 0.01 0.01 -0.01
N 0.901 -3.679 1.792 -0.06 0.03 0.00
H -1.436 -1.735 1.047 -0.01 -0.17 -0.26
H -1.704 -4.250 0.457 0.02 0.00 0.00
H -2.247 -4.004 2.124 -0.01 -0.02 -0.02
H 0.056 -5.571 1.385 -0.01 -0.01 0.02
H -0.253 -4.958 3.018 0.00 0.01 0.01
H 1.877 -3.837 1.978 0.02 0.01 -0.02